Entry 1:
A molecular structure, C36H28AuFOP2S at a distorted geometry, computed with ωB97M-V/def2-TZVPD.

```
! RIJCOSX wB97M-V def2-TZVPD def2/J DEFGRID3
* xyz 2 1
Au 0.432 -1.090 0.517
O 0.649 3.110 1.029
S 0.394 1.829 0.350
C -1.198 2.027 -0.497
C -1.469 3.303 -0.959
C -2.614 3.570 -1.695
C -3.503 2.549 -1.967
C -3.296 1.282 -1.440
C -2.167 1.020 -0.645
P -2.608 -0.382 0.425
C -3.485 0.353 1.780
C -4.792 0.803 1.579
C -5.477 1.387 2.629
C -4.855 1.544 3.862
C -3.552 1.108 4.056
C -2.863 0.497 3.022
C -3.482 -1.580 -0.537
C -4.417 -2.381 0.125
C -5.048 -3.398 -0.569
C -4.725 -3.633 -1.899
C -3.773 -2.854 -2.549
C -3.149 -1.821 -1.874
C 1.502 1.741 -1.094
C 1.497 2.772 -2.020
C 2.444 2.809 -3.033
C 3.407 1.818 -3.118
C 3.428 0.791 -2.186
C 2.482 0.739 -1.167
P 2.580 -0.615 0.036
C 3.371 0.025 1.513
C 3.624 -0.865 2.561
C 4.213 -0.403 3.723
C 4.536 0.944 3.850
C 4.275 1.829 2.816
C 3.692 1.374 1.641
C 3.567 -1.927 -0.674
C 4.917 -2.046 -0.346
C 5.676 -3.046 -0.936
C 5.093 -3.915 -1.848
C 3.748 -3.794 -2.176
C 2.980 -2.805 -1.585
H -0.773 4.096 -0.716
H -2.800 4.570 -2.064
H -4.391 2.732 -2.556
H -4.056 0.535 -1.603
H -5.279 0.692 0.617
H -6.495 1.721 2.486
H -5.393 2.007 4.679
H -3.073 1.233 5.017
H -1.853 0.146 3.190
H -4.661 -2.200 1.165
H -5.789 -4.010 -0.073
H -5.217 -4.433 -2.436
H -3.523 -3.051 -3.582
H -2.415 -1.208 -2.383
H 0.772 3.568 -1.956
H 2.429 3.618 -3.750
H 4.149 1.845 -3.905
H 4.181 0.017 -2.258
H 3.372 -1.916 2.464
H 4.421 -1.090 4.532
H 4.997 1.302 4.761
H 4.526 2.875 2.917
H 3.503 2.072 0.837
H 5.375 -1.365 0.359
H 6.722 -3.145 -0.683
H 5.688 -4.697 -2.301
H 3.298 -4.476 -2.884
H 1.927 -2.718 -1.828
F -1.675 -1.390 1.257
*
```

## Properties
Energy above the lowest of the compared OMol25 structures with the same formula, charge and spin: 1.558 eV
HOMO-LUMO gap: 7.22 eV


Entry 2:
A molecular structure, C36H28Cl3CuOP2SSi, computed with ωB97M-V/def2-TZVPD.

```
! RIJCOSX wB97M-V def2-TZVPD def2/J DEFGRID3
* xyz 1 2
Cu 0.868 -0.226 0.072
O -3.171 -0.811 -1.531
S -2.117 -0.790 -0.491
C -2.395 -2.169 0.616
C -3.659 -2.742 0.599
C -3.935 -3.793 1.459
C -2.948 -4.264 2.317
C -1.678 -3.711 2.295
C -1.375 -2.662 1.428
P 0.365 -2.097 1.307
C 1.217 -3.572 0.691
C 1.588 -4.640 1.509
C 2.191 -5.759 0.954
C 2.415 -5.825 -0.416
C 2.038 -4.771 -1.236
C 1.448 -3.646 -0.681
C 0.847 -1.811 3.031
C -0.052 -1.156 3.876
C 0.324 -0.828 5.170
C 1.595 -1.154 5.627
C 2.493 -1.797 4.787
C 2.127 -2.118 3.487
C -2.483 0.580 0.631
C -3.606 0.554 1.447
C -3.979 1.700 2.131
C -3.244 2.869 1.993
C -2.113 2.894 1.189
C -1.714 1.750 0.506
P -0.184 1.733 -0.484
C 0.785 3.155 0.106
C 1.145 3.197 1.455
C 1.969 4.207 1.924
C 2.453 5.172 1.049
C 2.104 5.130 -0.292
C 1.271 4.124 -0.767
C -0.668 2.058 -2.186
C -1.930 2.540 -2.516
C -2.246 2.778 -3.847
C -1.309 2.534 -4.841
C -0.051 2.042 -4.514
C 0.268 1.794 -3.189
H -4.401 -2.361 -0.096
H -4.919 -4.245 1.460
H -3.163 -5.082 2.993
H -0.911 -4.107 2.949
H 1.425 -4.597 2.579
H 2.486 -6.582 1.594
H 2.889 -6.700 -0.844
H 2.212 -4.821 -2.304
H 1.163 -2.817 -1.322
H -1.050 -0.911 3.525
H -0.378 -0.325 5.825
H 1.885 -0.909 6.642
H 3.488 -2.043 5.140
H 2.841 -2.601 2.829
H -4.196 -0.349 1.542
H -4.853 1.682 2.771
H -3.549 3.766 2.516
H -1.532 3.801 1.100
H 0.783 2.437 2.140
H 2.244 4.237 2.972
H 3.104 5.956 1.416
H 2.480 5.884 -0.975
H 0.988 4.107 -1.813
H -2.669 2.721 -1.744
H -3.229 3.148 -4.106
H -1.564 2.718 -5.878
H 0.676 1.845 -5.292
H 1.245 1.398 -2.928
Cl 4.287 -1.661 0.070
Si 3.210 0.078 0.189
Cl 3.493 0.842 2.077
Cl 3.997 1.395 -1.156
*
```

## Properties
<S²>: 0.755
Energy above the lowest of the compared OMol25 structures with the same formula, charge and spin: 0.000 eV
HOMO-LUMO gap (spin up / spin down): 7.97 / 6.31 eV


Entry 3:
A molecular structure, C36H28F5N2O5PtS5 at a distorted geometry, computed with ωB97M-V/def2-TZVPD.

```
! RIJCOSX wB97M-V def2-TZVPD def2/J DEFGRID3
* xyz -1 1
Pt 2.467 0.342 1.706
S 2.020 -1.732 0.509
C 0.776 -2.343 1.569
N 0.604 -3.736 1.650
C -0.218 -4.232 2.718
C -1.480 -3.372 2.800
N -1.066 -2.025 3.073
C -1.976 -1.190 3.820
C -3.312 -0.997 3.135
C -4.498 -1.386 3.747
C -5.722 -1.163 3.131
C -5.769 -0.557 1.885
C -4.587 -0.199 1.250
C -3.367 -0.415 1.870
C -0.017 -1.507 2.290
S 0.203 0.230 2.231
C 1.269 -4.641 0.742
C 0.581 -4.717 -0.610
C 1.244 -4.343 -1.773
C 0.606 -4.409 -3.004
C -0.709 -4.842 -3.085
C -1.383 -5.209 -1.928
C -0.739 -5.150 -0.703
H 0.305 -4.158 3.684
H -0.469 -5.278 2.535
H -2.130 -3.716 3.610
H -2.032 -3.454 1.851
H -1.488 -0.222 3.941
H -2.132 -1.635 4.812
H -4.467 -1.854 4.725
H -6.638 -1.459 3.627
H -6.724 -0.360 1.414
H -4.614 0.263 0.270
H -2.441 -0.116 1.390
H 1.278 -5.632 1.201
H 2.300 -4.309 0.599
H 2.265 -3.987 -1.707
H 1.138 -4.120 -3.903
H -1.205 -4.901 -4.046
H -2.411 -5.547 -1.982
H -1.270 -5.444 0.195
O 4.512 2.661 1.501
S 4.698 1.431 2.612
O 5.970 1.723 3.183
O 4.669 0.225 1.772
O 3.547 1.534 3.493
F 2.212 8.648 1.882
C 2.362 7.336 1.708
C 1.709 6.681 0.677
F 0.925 7.377 -0.151
C 1.890 5.328 0.494
F 1.235 4.734 -0.510
C 2.739 4.564 1.299
S 3.014 2.873 0.888
C 3.343 5.241 2.366
F 4.105 4.600 3.243
C 3.170 6.600 2.556
F 3.781 7.214 3.572
O 1.506 1.143 -0.758
S 1.343 0.423 -2.041
C 1.638 1.672 -3.350
C 1.144 1.534 -4.640
C 1.396 2.526 -5.574
C 2.143 3.642 -5.223
C 2.647 3.765 -3.937
C 2.407 2.767 -3.003
C -0.443 0.332 -2.340
C -1.260 1.403 -2.017
C -2.625 1.296 -2.225
C -3.162 0.122 -2.740
C -2.337 -0.950 -3.050
C -0.968 -0.846 -2.845
H 0.556 0.664 -4.904
H 1.006 2.439 -6.580
H 2.322 4.424 -5.951
H 3.223 4.638 -3.660
H 2.785 2.836 -1.995
H -0.820 2.300 -1.600
H -3.275 2.128 -1.989
H -4.231 0.038 -2.893
H -2.758 -1.866 -3.443
H -0.308 -1.678 -3.062
*
```

## Properties
Energy above the lowest of the compared OMol25 structures with the same formula, charge and spin: 1.594 eV
HOMO-LUMO gap: 5.16 eV


Entry 4:
A molecular structure, C36H28InN3O2Sb, computed with ωB97M-V/def2-TZVPD.

```
! RIJCOSX wB97M-V def2-TZVPD def2/J DEFGRID3
* xyz 1 1
In -0.026 -0.198 0.553
C -3.747 -0.701 -3.997
C -2.996 0.281 -3.364
C -2.253 -0.045 -2.240
C -2.280 -1.345 -1.755
C -3.020 -2.339 -2.387
C -3.753 -2.003 -3.512
N -1.507 -1.603 -0.587
N -1.600 -2.735 -0.082
C -0.782 -2.997 1.061
C -0.913 -4.277 1.582
C -0.117 -4.643 2.656
C 0.792 -3.732 3.175
C 0.896 -2.449 2.645
C 0.105 -2.049 1.579
H -4.326 -0.454 -4.876
H -2.988 1.295 -3.739
H -1.668 0.722 -1.740
H -3.021 -3.346 -1.999
H -4.334 -2.764 -4.016
H -1.622 -4.964 1.141
H -0.199 -5.634 3.080
H 1.428 -4.023 4.001
H 1.608 -1.761 3.088
O 3.469 1.842 0.428
C 2.471 1.222 0.156
O 1.300 1.378 0.705
C 2.518 0.170 -0.952
C 3.692 -0.087 -1.636
C 3.676 -1.037 -2.643
C 2.488 -1.691 -2.939
C 1.357 -1.381 -2.206
N 1.377 -0.470 -1.231
H 4.581 0.463 -1.365
H 4.577 -1.266 -3.196
H 2.433 -2.431 -3.725
H 0.408 -1.862 -2.404
C -3.026 5.140 4.244
C -4.063 4.234 4.069
C -3.863 3.086 3.320
C -2.616 2.851 2.745
C -1.578 3.758 2.915
C -1.787 4.905 3.669
Sb -2.349 1.078 1.665
C -3.971 1.079 0.318
C -4.303 2.284 -0.294
C -5.324 2.334 -1.231
C -6.017 1.179 -1.560
C -5.687 -0.025 -0.956
C -4.664 -0.076 -0.022
C -2.914 -0.400 3.065
C -4.210 -0.888 3.182
C -4.521 -1.808 4.173
C -3.543 -2.239 5.055
C -2.252 -1.744 4.954
C -1.939 -0.828 3.962
H -3.187 6.034 4.831
H -5.030 4.420 4.518
H -4.679 2.384 3.187
H -0.607 3.580 2.469
H -0.980 5.612 3.805
H -3.779 3.199 -0.035
H -5.580 3.275 -1.699
H -6.819 1.217 -2.286
H -6.223 -0.928 -1.214
H -4.404 -1.031 0.420
H -4.994 -0.545 2.518
H -5.532 -2.183 4.257
H -3.790 -2.955 5.827
H -1.487 -2.068 5.647
H -0.923 -0.454 3.899
*
```

## Properties
Energy above the lowest of the compared OMol25 structures with the same formula, charge and spin: 0.000 eV
HOMO-LUMO gap: 7.66 eV